{"formula": "C28H43ClCrN2O2Sb2Si2", "method": "ωB97M-V/def2-TZVPD", "elements": ["Cr", "C", "Sb", "C", "C", "C", "C", "C", "C", "C", "C", "C", "Sb", "C", "C", "H", "H", "H", "H", "H", "H", "H", "H", "H", "H", "H", "H", "H", "H", "H", "H", "H", "H", "H", "H", "C", "Si", "C", "C", "C", "C", "C", "C", "C", "Si", "C", "C", "H", "H", "H", "H", "H", "H", "H", "H", "H", "H", "H", "H", "H", "H", "H", "H", "C", "N", "C", "C", "C", "O", "N", "C", "O", "H", "H", "H", "H", "H", "Cl", "C", "H", "H"], "positions_angstrom": [[-0.4253, -0.4814, 0.6725], [3.7272, -0.4513, 1.9030], [2.6161, 0.3623, 0.2045], [3.4823, -1.0357, -1.2354], [4.5434, 1.6432, -0.3498], [4.8621, 2.6748, 0.6001], [5.7324, 2.3977, 1.6668], [5.9569, 3.2974, 2.6823], [5.3280, 4.5378, 2.6593], [4.5089, 4.8545, 1.5853], [4.2666, 3.9611, 0.5572], [3.4216, 4.3750, -0.5793], [1.3645, 3.4999, -0.5378], [1.2627, 3.5298, 1.6211], [0.4903, 5.5286, -0.6821], [4.5696, -1.0445, 1.5480], [3.0717, -1.0713, 2.5081], [4.0936, 0.3789, 2.5011], [4.5654, -1.0677, -1.1290], [3.2227, -0.7038, -2.2370], [3.0606, -2.0240, -1.0846], [4.2959, 2.0051, -1.3438], [5.3295, 0.8959, -0.4094], [6.2363, 1.4389, 1.6765], [6.6195, 3.0350, 3.5007], [5.4917, 5.2529, 3.4551], [4.0428, 5.8312, 1.5443], [3.8558, 4.0683, -1.5312], [3.2857, 5.4562, -0.5878], [1.3380, 4.5481, 1.9878], [2.0945, 2.9497, 2.0076], [0.3284, 3.0867, 1.9445], [0.9205, 6.1784, 0.0716], [-0.5830, 5.4888, -0.5481], [0.7051, 5.9399, -1.6644], [-1.9191, 1.6762, -2.0399], [-1.9866, 1.1782, -0.1441], [-2.5211, 2.9063, 0.6010], [-3.7778, 0.3617, -0.1460], [-4.9396, 1.0481, -0.4844], [-6.1905, 0.4595, -0.4065], [-6.3042, -0.8403, 0.0512], [-5.1593, -1.5430, 0.3805], [-3.8986, -0.9750, 0.2605], [-2.3048, -2.0187, 0.5504], [-2.7175, -3.4064, 1.8618], [-2.3315, -3.0938, -1.0915], [-2.8451, 2.1288, -2.3918], [-1.7356, 0.7800, -2.6275], [-1.1058, 2.3790, -2.2347], [-3.1483, 3.4786, -0.0778], [-1.6526, 3.5195, 0.8264], [-3.0707, 2.7546, 1.5251], [-4.8720, 2.0732, -0.8253], [-7.0797, 1.0156, -0.6925], [-7.2837, -1.3000, 0.1396], [-5.2563, -2.5617, 0.7356], [-3.5421, -4.0471, 1.5560], [-2.9747, -2.9552, 2.8143], [-1.8467, -4.0388, 2.0223], [-3.3119, -3.5004, -1.3324], [-1.6304, -3.9209, -1.0154], [-2.0123, -2.4751, -1.9258], [1.9104, -5.4694, 1.6488], [1.5959, -4.3183, 0.8515], [1.3932, -4.4816, -0.5121], [1.0108, -3.4028, -1.2786], [0.7604, -2.1905, -0.6308], [0.3350, -1.1195, -1.2003], [0.9897, -2.0509, 0.7224], [1.3988, -3.0823, 1.4752], [1.6292, -2.9825, 2.6814], [2.8817, -5.8901, 1.3548], [1.1366, -6.2406, 1.5355], [1.9509, -5.1365, 2.6873], [1.5779, -5.4684, -0.9044], [0.8483, -3.5045, -2.3406], [-1.9606, 0.4672, 3.3973], [-0.3697, -0.0539, 2.7427], [-0.1306, -0.9424, 3.3512], [0.3131, 0.7414, 3.0974]], "mulliken_charge": [-0.977, -1.465, 0.347, -1.424, -1.691, 1.332, -0.796, -0.512, -0.740, -0.521, 0.816, -1.990, 0.677, -1.334, -1.510, 0.364, 0.433, 0.488, 0.520, 0.368, 0.323, 0.406, 0.632, 0.334, 0.365, 0.372, 0.343, 0.496, 0.618, 0.571, 0.390, 0.371, 0.425, 0.359, 0.430, -1.302, 1.310, -1.268, 0.111, -0.222, -0.711, -0.615, -0.583, 0.380, 1.456, -1.517, -1.538, 0.427, 0.268, 0.218, 0.410, 0.175, 0.357, 0.188, 0.346, 0.350, 0.217, 0.384, 0.336, 0.356, 0.531, 0.354, 0.236, -1.417, 0.259, -0.404, -1.059, 1.192, -0.906, 0.338, -0.257, -0.856, 0.365, 0.358, 0.386, 0.441, 0.339, -0.261, -0.694, 0.367, 0.337], "homo_energy_ev": [0.98, -1.82], "s2": 6.17, "gap_ev": [3.5, 6.3], "multiplicity": 5, "total_charge": -2, "e_tot_ha": -3916.85625, "lumo_energy_ev": [4.497, 4.494], "fmax_ha_per_bohr": 0.049}